# C2H3NP2

The molecule C2H3NP2 at a distorted geometry (ωB97M-V with the def2-TZVPD basis set, the Open Molecules 2025 dataset).

Last columns: bonded neighbours and bond lengths (Å).
Positions of all 8 atoms, in Å:
1 C -0.405 1.358 0.091  N3 1.216, P5 1.869, H6 1.097
2 C 0.693 -1.221 0.079  P4 1.654, P5 1.812, H7 1.086
3 N 0.687 1.849 -0.115  C1 1.216
4 P 2.200 -0.574 -0.137  C2 1.654
5 P -0.863 -0.403 0.520  C1 1.869, C2 1.812, H8 1.402
6 H -1.335 1.939 0.125  C1 1.097
7 H 0.552 -2.297 0.125  C2 1.086
8 H -1.528 -0.652 -0.689  P5 1.402

Results
- Kohn-Sham gap (alpha / beta) (eV) = 7.35 / 8.09
- multiplicity = 1
- maximum force (hartree/bohr) = 0.03406
- charge = 0
- energy relative to the best compared isomer or geometry (same formula, charge and spin) (kcal per mole) = 60.8



# C9H16Si

The molecule C9H16Si at a distorted geometry (ωB97M-V with the def2-TZVPD basis set, the Open Molecules 2025 dataset).

Last columns: bonded neighbours and bond lengths (Å).
Positions of all 26 atoms, in Å:
1 C 2.181 1.695 0.802  C2 1.532, C6 1.564, H11 1.113, H12 1.124
2 C 2.200 1.991 -0.702  C1 1.532, C7 1.555, H13 1.080, H14 1.149
3 C -2.568 -0.176 0.030  C4 1.567, C9 1.510, H15 1.062, H16 1.058
4 C -1.740 -0.061 -1.296  C3 1.567, C9 1.530, H17 1.087, H18 1.107
5 C -0.104 0.616 0.796  C6 1.574, C9 1.646, H19 1.054, H20 1.156
6 C 1.416 0.371 0.470  C1 1.564, C5 1.574, C7 1.523, H21 1.144
7 C 1.818 0.512 -0.992  C2 1.555, C6 1.523, H22 1.035, H26 1.015
8 C -0.732 -1.924 0.380  C9 1.547, Si10 1.778, H23 1.068
9 C -1.085 -0.460 0.028  C3 1.510, C4 1.530, C5 1.646, C8 1.547
10 Si -1.871 -3.244 0.730  C8 1.778, H24 1.453, H25 1.456
11 H 3.102 1.451 1.376  C1 1.113
12 H 1.652 2.463 1.429  C1 1.124
13 H 1.479 2.678 -1.119  C2 1.080
14 H 3.150 2.511 -1.087  C2 1.149
15 H -2.956 0.660 0.558  C3 1.062
16 H -3.050 -1.103 0.199  C3 1.058
17 H -1.815 -0.915 -1.965  C4 1.087
18 H -1.437 0.796 -1.927  C4 1.107
19 H -0.176 0.901 1.808  C5 1.054
20 H -0.394 1.592 0.247  C5 1.156
21 H 1.800 -0.610 0.916  C6 1.144
22 H 2.715 0.011 -1.115  C7 1.035
23 H 0.269 -2.090 0.047  C8 1.068
24 H -1.549 -4.647 0.928  Si10 1.453
25 H -3.298 -3.328 1.006  Si10 1.456
26 H 0.992 0.307 -1.546  C7 1.015

Results
- Kohn-Sham gap (eV) = 8.52
- multiplicity = 1
- maximum force (hartree/bohr) = 0.09728
- charge = 0
- energy relative to the best compared isomer or geometry (same formula, charge and spin) (kcal per mole) = 98.4
- structure (SMILES) = [SiH2]=CC1(CC2CCC2)CC1